No. 1
{"formula": "C37H39BrInN3O4P2", "method": "ωB97M-V/def2-TZVPD", "species": ["In", "O", "P", "C", "P", "O", "C", "C", "C", "C", "C", "C", "C", "C", "C", "C", "C", "C", "C", "C", "C", "C", "C", "C", "C", "C", "C", "C", "C", "C", "H", "H", "H", "H", "H", "H", "H", "H", "H", "H", "H", "H", "H", "H", "H", "H", "H", "H", "H", "H", "H", "H", "Br", "C", "C", "C", "C", "C", "C", "C", "O", "O", "H", "H", "H", "H", "C", "N", "C", "C", "N", "N", "C", "C", "H", "H", "H", "H", "H", "H", "H", "H", "H", "H", "H", "H", "H"], "coordinates": [[-1.20132, 0.43408, -1.05866], [0.53678, -0.69384, -1.24899], [1.84297, -0.36104, -0.50679], [1.47649, 0.43303, 1.08581], [-0.02553, -0.13147, 1.95093], [-1.22926, -0.05676, 0.99952], [-0.22543, 0.96867, 3.32800], [-0.16092, 0.51797, 4.64490], [-0.31800, 1.42520, 5.68316], [-0.53528, 2.76593, 5.40593], [-0.60347, 3.21540, 4.09047], [-0.45080, 2.32167, 3.04769], [0.22281, -1.79888, 2.52815], [1.47479, -2.26141, 2.93160], [1.60814, -3.55180, 3.41751], [0.49553, -4.37756, 3.50820], [-0.75619, -3.91524, 3.12275], [-0.89573, -2.62542, 2.63601], [2.70838, -1.88622, -0.20838], [2.05475, -3.10406, -0.37271], [2.72558, -4.28268, -0.08323], [4.03515, -4.24070, 0.37320], [4.68971, -3.02406, 0.53287], [4.03058, -1.84342, 0.23639], [2.86851, 0.74621, -1.44663], [3.24005, 0.30835, -2.72254], [3.99815, 1.12962, -3.53576], [4.39215, 2.38286, -3.07937], [4.03250, 2.81609, -1.81234], [3.26962, 2.00011, -0.98985], [1.30516, 1.49962, 0.90567], [2.33349, 0.34205, 1.75765], [0.00814, -0.52918, 4.85951], [-0.27101, 1.08321, 6.70786], [-0.65629, 3.46920, 6.21902], [-0.78022, 4.26198, 3.88099], [-0.51408, 2.66885, 2.02160], [2.34996, -1.62663, 2.87105], [2.57997, -3.91136, 3.72740], [0.60205, -5.38340, 3.89218], [-1.62218, -4.55725, 3.21515], [-1.86973, -2.24669, 2.35117], [1.03446, -3.12426, -0.73217], [2.22946, -5.23438, -0.21839], [4.55687, -5.16249, 0.59419], [5.71636, -2.99964, 0.87198], [4.54810, -0.89484, 0.33304], [2.93401, -0.67044, -3.07437], [4.28626, 0.79516, -4.52286], [4.98896, 3.02215, -3.71622], [4.34514, 3.78955, -1.45892], [2.99317, 2.35752, -0.00798], [1.19224, 4.71571, 0.56170], [0.82178, 4.99425, -1.27860], [1.30106, 6.18709, -1.79553], [1.06959, 6.51875, -3.12147], [0.35443, 5.66107, -3.94338], [-0.12025, 4.47144, -3.42901], [0.10189, 4.11201, -2.09514], [-0.43383, 2.80494, -1.67426], [-1.08114, 2.08344, -2.50086], [-0.26173, 2.32535, -0.50213], [1.84912, 6.86173, -1.15330], [1.44783, 7.45634, -3.50629], [0.16717, 5.91824, -4.97629], [-0.67564, 3.78701, -4.05364], [-4.15106, -3.09304, 0.07893], [-3.34547, -2.38201, -0.90897], [-1.96619, -2.83176, -1.02542], [-3.79152, -1.28664, -1.54706], [-2.93357, -0.32724, -1.91379], [-5.09879, -1.16771, -1.81891], [-5.94543, -2.32163, -2.12453], [-5.68174, 0.13171, -2.13877], [-3.55525, -3.21607, 0.98367], [-4.44514, -4.08154, -0.27595], [-5.03801, -2.51904, 0.32935], [-1.96170, -3.92179, -1.05234], [-1.36336, -2.50555, -0.17328], [-1.52358, -2.46784, -1.94970], [-3.29754, 0.28154, -2.63481], [-5.34136, -3.21723, -2.23037], [-6.44862, -2.13644, -3.07325], [-6.70143, -2.47808, -1.35507], [-5.19421, 0.91799, -1.56699], [-6.73387, 0.11112, -1.86309], [-5.61340, 0.35454, -3.20686]], "forces_ev_per_a": [[-0.10, 0.04, 0.10], [-0.01, 0.07, -0.02], [0.07, -0.05, 0.01], [-0.07, 0.01, 0.05], [0.02, 0.02, -0.09], [0.04, -0.07, 0.01], [-0.01, 0.06, -0.03], [0.01, 0.03, -0.03], [0.01, -0.04, 0.00], [-0.01, 0.03, -0.03], [-0.01, 0.02, 0.02], [-0.01, -0.05, -0.01], [-0.03, 0.00, 0.00], [0.00, 0.01, -0.01], [0.01, 0.01, 0.00], [-0.01, -0.01, 0.00], [0.00, 0.00, 0.00], [0.01, 0.00, -0.01], [0.02, 0.03, 0.00], [0.02, -0.01, 0.02], [-0.02, 0.00, -0.01], [0.02, 0.01, 0.01], [0.00, -0.01, 0.00], [-0.02, 0.00, -0.01], [0.00, 0.00, 0.01], [-0.01, -0.01, 0.02], [0.00, 0.01, -0.01], [0.01, 0.00, -0.01], [0.00, 0.01, 0.02], [-0.01, -0.02, -0.04], [0.01, -0.02, 0.01], [0.01, -0.01, -0.02], [0.00, -0.01, 0.01], [0.00, 0.00, 0.00], [0.00, 0.00, 0.00], [0.00, 0.00, 0.01], [0.00, 0.00, 0.02], [0.01, -0.01, 0.00], [0.00, 0.00, 0.00], [0.00, 0.00, 0.00], [0.00, 0.00, 0.00], [0.00, 0.00, 0.00], [-0.01, 0.00, 0.00], [0.00, 0.00, 0.00], [0.00, 0.00, 0.00], [0.00, 0.00, 0.00], [0.01, -0.01, 0.00], [0.01, 0.00, -0.01], [0.00, 0.00, 0.00], [0.00, 0.00, 0.00], [0.00, 0.00, 0.00], [0.00, 0.01, 0.01], [-0.01, -0.03, -0.02], [-0.01, 0.04, 0.00], [0.00, 0.00, 0.01], [0.00, 0.00, -0.01], [0.00, -0.01, 0.00], [0.01, -0.01, -0.02], [0.00, -0.03, 0.05], [-0.02, -0.06, 0.04], [0.06, -0.06, 0.01], [0.01, 0.06, -0.10], [0.00, 0.00, 0.00], [0.00, 0.00, 0.00], [0.00, 0.00, 0.00], [0.00, 0.00, 0.00], [0.00, 0.00, -0.01], [-0.02, 0.00, 0.02], [0.01, 0.02, -0.01], [0.00, 0.01, -0.02], [0.02, 0.02, 0.02], [-0.02, 0.01, 0.01], [-0.01, -0.01, -0.01], [0.00, 0.00, -0.01], [0.00, 0.00, 0.01], [0.00, 0.00, 0.00], [0.01, 0.00, 0.00], [0.01, 0.00, 0.01], [0.00, -0.01, 0.00], [-0.01, 0.00, -0.01], [-0.02, -0.01, 0.00], [0.00, 0.00, 0.00], [0.00, 0.00, 0.00], [0.00, 0.00, 0.00], [0.00, 0.00, 0.00], [0.00, 0.00, 0.00], [0.00, 0.00, 0.00]], "total_charge": 2, "homo_energy_ev": -13.59}

=====

No. 2
{"formula": "CH10N2O3", "method": "ωB97M-V/def2-TZVPD", "species": ["N", "C", "N", "H", "H", "H", "H", "H", "H", "O", "H", "H", "O", "H", "H", "O"], "coordinates": [[-1.16968, 1.37683, 0.64007], [-0.12144, 2.21842, 0.40569], [1.08281, 2.08362, 0.64426], [-2.06002, 1.78996, 0.79802], [-1.00939, 0.43082, 1.04999], [-0.29156, 3.06049, -0.29125], [1.74092, 2.61028, 0.08553], [0.44964, -2.35426, 0.08455], [-0.15056, -3.78798, 0.18297], [-0.05937, -3.00666, -0.37703], [1.63757, 0.45142, 0.73620], [2.61201, -0.56821, 0.69492], [1.70143, -0.57910, 0.58975], [-0.94093, -0.93507, -2.30239], [-1.56454, -1.71145, -1.14235], [-1.85687, -1.07911, -1.79893]], "forces_ev_per_a": [[1.27, -0.99, 0.93], [-1.94, 1.53, -2.60], [3.16, -2.35, 1.38], [-0.53, 0.07, -0.14], [-0.04, 1.45, -0.39], [-1.28, -0.13, 0.48], [-0.50, 0.62, 0.24], [0.77, 0.66, 0.65], [0.15, 0.37, -0.03], [-0.80, -0.78, -0.56], [-1.17, -1.48, -0.29], [3.05, -1.10, 0.21], [-2.14, 2.20, 0.13], [-3.11, -0.37, 1.55], [0.08, -0.56, 0.39], [3.05, 0.84, -1.95]], "homo_energy_ev": -9.84, "smiles": "[H]/N=C/N.O.O.O"}

=====

No. 3
{"formula": "C16H13N5O4PdS", "method": "ωB97M-V/def2-TZVPD", "species": ["Pd", "N", "C", "C", "C", "C", "C", "C", "S", "O", "O", "N", "C", "N", "C", "C", "C", "N", "H", "H", "H", "H", "H", "H", "H", "H", "H", "O", "C", "O", "C", "C", "C", "C", "C", "N", "H", "H", "H", "H"], "coordinates": [[-1.35285, -1.16199, 0.58768], [5.72193, 3.80319, 1.23657], [4.75520, 2.85984, 0.92875], [4.23595, 2.02632, 1.92426], [3.31172, 1.05161, 1.60619], [2.89342, 0.90137, 0.28970], [3.39822, 1.72107, -0.70835], [4.32674, 2.69202, -0.39056], [1.71987, -0.33905, -0.09587], [1.97608, -1.48020, 0.74346], [1.69397, -0.49771, -1.52690], [0.25516, 0.20148, 0.41069], [-0.42921, 1.11439, -0.35568], [0.10312, 2.18632, -0.92871], [-0.75029, 2.98622, -1.55857], [-2.11768, 2.75619, -1.62863], [-2.57821, 1.59435, -1.03887], [-1.73657, 0.78006, -0.42208], [5.76421, 4.09979, 2.19707], [5.83181, 4.55866, 0.58144], [4.57121, 2.14217, 2.94783], [2.91957, 0.39981, 2.37543], [3.05439, 1.58897, -1.72451], [4.73122, 3.32791, -1.16909], [-0.31932, 3.86467, -2.02672], [-2.78362, 3.44027, -2.13134], [-3.62036, 1.30051, -1.06174], [-4.73838, -2.33431, 2.62624], [-3.78022, -2.14859, 1.90486], [-2.88536, -1.22866, 2.02228], [-3.56196, -3.09748, 0.72930], [-4.40857, -4.16201, 0.48182], [-4.14861, -4.97687, -0.60693], [-3.05323, -4.70153, -1.41496], [-2.25361, -3.61864, -1.10510], [-2.50999, -2.83978, -0.05203], [-5.24308, -4.31642, 1.15060], [-4.79085, -5.81938, -0.82703], [-2.81647, -5.31441, -2.27271], [-1.38535, -3.36013, -1.69779]], "forces_ev_per_a": [[0.02, -0.02, 0.21], [0.01, 0.00, 0.02], [0.01, 0.02, -0.02], [-0.01, -0.01, 0.00], [0.04, 0.05, 0.00], [-0.04, 0.02, 0.09], [-0.03, -0.01, 0.02], [0.00, 0.01, -0.03], [0.05, -0.14, 0.16], [-0.04, 0.03, -0.10], [0.02, -0.01, -0.01], [-0.06, 0.08, -0.33], [-0.01, -0.01, 0.04], [-0.01, 0.01, -0.02], [0.02, 0.01, 0.03], [-0.01, 0.01, -0.03], [0.00, -0.01, -0.02], [0.00, 0.05, 0.04], [0.00, 0.00, 0.00], [-0.01, 0.00, 0.00], [0.00, 0.00, 0.00], [-0.01, -0.02, -0.02], [0.01, 0.00, 0.00], [0.01, 0.00, 0.01], [0.01, 0.00, 0.00], [0.00, 0.00, 0.00], [0.00, 0.00, 0.01], [-0.03, 0.05, -0.01], [0.10, -0.13, 0.02], [0.00, -0.02, -0.03], [-0.01, 0.09, 0.00], [-0.01, -0.04, -0.03], [0.01, 0.02, 0.02], [-0.01, -0.01, 0.00], [0.02, -0.01, 0.00], [-0.05, 0.00, -0.01], [0.00, 0.00, 0.00], [0.00, 0.00, 0.00], [0.00, 0.00, 0.00], [0.00, 0.00, 0.00]], "multiplicity": 3, "s_squared": 2.005, "homo_energy_ev": [-8.24, -8.26]}

=====

M
In order: 846.4; 98.1; 477.8
Unit: g/mol
Total energy
In order: -5345.16326; -379.30312; -1718.31517
Unit: Eh
Relative energy (zero: lowest compared OMol25 entry of this formula, charge and spin)
In order: 0.7; 28.0; 6.5
Unit: kcal/mol